[1]
Formula: C2HCl3O2S
Source: OMol25
Level of theory: wB97M-V/def2-TZVPD

The geometry in XYZ format:
```
9
Properties=species:S:1:pos:R:3:forces:R:3:nbo_charge:R:1
C 0.77323 -0.31063 0.43073 -4.05 -0.18 2.40 -0.347
C -1.20167 -0.32899 0.51334 4.48 0.19 0.46 -0.235
O 2.63182 0.62931 -1.12036 3.68 -0.77 -0.09 -0.850
O 0.37309 0.18620 -2.07588 -0.70 -1.37 -1.15 -0.860
S 1.24282 0.51274 -0.99606 -2.51 3.42 -0.01 1.796
Cl -1.57572 1.33026 0.17844 -0.33 0.12 -0.39 0.091
Cl -1.77910 -1.54113 -0.50341 -0.62 -0.40 -0.90 0.128
Cl -1.51279 -0.67090 2.17504 -0.18 -0.22 0.76 0.066
H 1.04832 0.19314 1.39816 0.23 -0.79 -1.07 0.211
```
Forces are in eV/Å.

Properties
2S+1 ... 3
Frontier orbital gap (alpha / beta) ... 0.3144 / 0.2854 hartree
Net charge ... 0
Energy above the lowest of the compared OMol25 structures with the same formula, charge and spin ... 17.6 kcal per mole
E_LUMO (alpha / beta) ... 0.00363 / -0.11220 hartree
HOMO (alpha / beta) ... -8.457 / -10.819 eV
<S²> ... 2.01

[2]
Formula: C2HCl3S2
Source: OMol25
Level of theory: wB97M-V/def2-TZVPD

The geometry in XYZ format:
```
8
Properties=species:S:1:pos:R:3:forces:R:3:nbo_charge:R:1
C -0.47265 0.11065 -0.95024 0.66 0.10 0.08 -0.394
C 0.17284 1.17470 -0.20853 -0.23 0.93 1.07 -0.134
S -0.02094 -2.85017 0.37516 0.99 -2.07 -1.64 -0.198
S -0.64732 -1.42761 -1.03021 -0.89 0.45 -1.17 0.558
Cl -1.19954 2.12494 0.57896 0.68 -0.51 -0.66 0.022
Cl 1.09337 2.22641 -1.35168 -0.43 -0.60 0.60 0.057
Cl 1.28926 0.76700 1.21470 -0.39 -0.13 -0.89 -0.039
H -0.21501 -2.12591 1.37185 -0.39 1.83 2.60 0.126
```
Forces are in eV/Å.

Properties
Frontier orbital gap ... 0.2976 hartree
Net charge ... 0
Energy above the lowest of the compared OMol25 structures with the same formula, charge and spin ... 45.0 kcal per mole
E_LUMO ... -0.04440 hartree
HOMO ... -9.308 eV

[3]
Formula: C2HCl3S2
Source: OMol25
Level of theory: wB97M-V/def2-TZVPD

The geometry in XYZ format:
```
8
Properties=species:S:1:pos:R:3:forces:R:3:nbo_charge:R:1
C -1.69143 -0.75100 -0.62667 0.63 0.57 -0.62 -0.189
C 0.88052 0.03983 2.18053 -0.74 -0.10 -2.43 -0.301
S -2.68612 -1.75531 -0.10115 -0.70 -0.71 0.41 0.173
S -0.64180 0.98927 1.74206 0.11 -1.57 0.47 0.105
Cl 1.88256 -0.30747 0.66286 -0.33 0.33 0.44 -0.028
Cl 0.26313 -1.54455 2.62605 0.26 -0.17 0.93 0.046
Cl 1.92499 0.93156 3.22769 0.08 -0.23 0.86 0.080
H 0.02616 2.07605 1.81850 0.70 1.88 -0.06 0.114
```
Forces are in eV/Å.

Properties
Frontier orbital gap ... 0.3561 hartree
Net charge ... 0
Energy above the lowest of the compared OMol25 structures with the same formula, charge and spin ... 46.4 kcal per mole
E_LUMO ... -0.00323 hartree
HOMO ... -9.779 eV

[4]
Formula: C2HCl3Si
Source: OMol25
Level of theory: wB97M-V/def2-TZVPD

The geometry in XYZ format:
```
7
Properties=species:S:1:pos:R:3:forces:R:3:nbo_charge:R:1
C -1.22849 0.15482 0.81082 -5.61 1.92 4.57 -0.525
C -0.38191 -0.16115 0.01639 2.82 -1.14 -2.73 -0.027
Si -4.05398 0.49959 1.71282 0.04 0.17 -0.32 1.357
Cl -5.00112 -1.12635 2.46020 0.69 0.44 0.12 -0.267
Cl -4.59777 0.69817 -0.18886 0.03 0.14 -0.23 -0.274
Cl -4.30567 2.21449 2.78125 0.27 -0.76 -0.24 -0.273
H -2.21341 0.54538 1.59400 1.76 -0.78 -1.16 0.008
```
Forces are in eV/Å.

Properties
Frontier orbital gap (alpha / beta) ... 0.2256 / 0.2251 hartree
Net charge ... 0
Energy above the lowest of the compared OMol25 structures with the same formula, charge and spin ... 140.6 kcal per mole
E_LUMO (alpha / beta) ... -0.12140 / -0.12147 hartree
HOMO (alpha / beta) ... -9.441 / -9.431 eV

[5]
Formula: C2HClF2NO2
Source: OMol25
Level of theory: wB97M-V/def2-TZVPD

The geometry in XYZ format:
```
9
Properties=species:S:1:pos:R:3:forces:R:3:nbo_charge:R:1
O 1.73318 -1.51569 -0.62342 1.09 0.71 -1.41 -0.715
C 0.80580 -1.70366 0.10816 -1.05 0.11 1.13 0.932
O 0.47886 -2.54080 0.91250 -0.51 -0.58 0.54 -0.713
N -0.23358 -0.43405 0.06880 0.89 1.07 -1.64 -0.803
C -1.51873 -0.37371 0.36388 -1.36 0.80 0.51 0.917
F -1.99278 0.81761 1.01256 0.72 -0.84 -0.71 -0.395
F -1.98965 -1.33892 1.12309 -0.20 -0.31 -0.14 -0.303
Cl -2.60188 -0.26228 -1.27012 0.06 -0.20 0.55 -0.313
H -0.08272 0.17090 -0.76806 0.35 -0.76 1.18 0.394
```
Forces are in eV/Å.

Properties
Frontier orbital gap ... 0.3415 hartree
Net charge ... -1
Energy above the lowest of the compared OMol25 structures with the same formula, charge and spin ... 0.0 kcal per mole
E_LUMO ... 0.13305 hartree
SMILES ... O=C([O-])NC(F)(F)Cl
HOMO ... -5.671 eV

[6]
Formula: C2HClF4S
Source: OMol25
Level of theory: wB97M-V/def2-TZVPD

The geometry in XYZ format:
```
9
Properties=species:S:1:pos:R:3:forces:R:3:nbo_charge:R:1
C 0.02993 -0.04630 -1.09383 1.40 2.52 -0.90 0.451
C -0.64204 0.60098 0.08488 0.31 -1.35 -1.02 0.668
F 0.35793 -1.29121 -0.88016 0.55 -1.78 0.91 -0.305
F -0.57004 -0.10442 -2.34985 -0.22 0.97 1.17 -0.336
F -1.90757 0.44140 0.26636 -1.38 0.24 0.34 -0.286
F -0.18482 1.78862 0.37949 -0.28 0.85 0.06 -0.299
S 1.79591 -1.55124 2.46281 0.66 -0.44 0.07 0.017
Cl 0.19156 -0.49075 2.23989 -0.54 0.22 0.24 -0.051
H 0.92915 0.65292 -1.10957 -0.49 -1.23 -0.86 0.141
```
Forces are in eV/Å.

Properties
Frontier orbital gap (alpha / beta) ... 0.3282 / 0.2410 hartree
Net charge ... 0
Energy above the lowest of the compared OMol25 structures with the same formula, charge and spin ... 73.2 kcal per mole
E_LUMO (alpha / beta) ... -0.01825 / -0.08982 hartree
HOMO (alpha / beta) ... -9.426 / -9.002 eV

[7]
Formula: C2HClN2O2
Source: OMol25
Level of theory: wB97M-V/def2-TZVPD

The geometry in XYZ format:
```
8
Properties=species:S:1:pos:R:3:forces:R:3:nbo_charge:R:1
C -1.18391 0.18888 0.84099 -0.48 -0.40 0.16 0.155
C -0.10276 1.00306 0.61950 0.62 0.56 -0.32 -0.277
N -2.10229 -0.50785 0.93431 -0.18 -0.11 0.13 -0.231
N 0.67951 -0.94136 -1.16980 -0.44 1.00 0.68 0.523
O 1.85194 -0.90518 -1.30341 0.34 -0.46 -0.32 -0.268
O -0.21256 -1.66756 -1.42203 0.17 -0.52 -0.35 -0.247
Cl 1.18644 1.13494 1.70813 -0.08 -0.10 -0.01 0.105
H -0.11638 1.69506 -0.20769 0.06 0.02 0.02 0.240
```
Forces are in eV/Å.

Properties
Frontier orbital gap (alpha / beta) ... 0.3175 / 0.2925 hartree
Net charge ... 0
Energy above the lowest of the compared OMol25 structures with the same formula, charge and spin ... 119.3 kcal per mole
E_LUMO (alpha / beta) ... -0.06315 / -0.05505 hartree
HOMO (alpha / beta) ... -10.358 / -9.457 eV

[8]
Formula: C2HClN2O2
Source: OMol25
Level of theory: wB97M-V/def2-TZVPD

The geometry in XYZ format:
```
8
Properties=species:S:1:pos:R:3:forces:R:3:nbo_charge:R:1
C -0.29689 -0.91075 -0.20308 1.48 -1.08 0.17 0.033
C -1.08537 1.35890 0.02013 -0.27 -0.64 1.82 1.024
N 0.90536 -0.89114 -0.00846 -0.35 2.04 -1.93 -0.067
N 1.98223 -0.31138 -0.33973 -0.61 -1.39 0.36 -0.410
O -1.63725 1.30039 -0.97879 -0.58 0.77 -1.81 -0.496
O -0.66316 1.31415 1.10147 0.41 0.99 0.15 -0.532
Cl -1.44171 -2.06161 -0.07066 -1.01 -1.14 0.31 0.120
H 2.23679 0.20144 0.47912 0.92 0.45 0.92 0.328
```
Forces are in eV/Å.

Properties
Frontier orbital gap (alpha / beta) ... 0.3115 / 0.3116 hartree
Net charge ... 0
Energy above the lowest of the compared OMol25 structures with the same formula, charge and spin ... 68.4 kcal per mole
E_LUMO (alpha / beta) ... -0.02105 / -0.02084 hartree
HOMO (alpha / beta) ... -9.049 / -9.046 eV

Number 8 is which compound?
C2HClN2O2

The lowest net charge belongs to which entry?
C2HClF2NO2